This record from OMol25 describes C21H23ClN2O2 in the gas phase. The level of theory is ωB97M-V/def2-TZVPD.

The calculation puts the HOMO-LUMO gap at 8.89 eV. Its relative energy (zero: lowest compared OMol25 entry of this formula, charge and spin) is 97.9 kJ/mol. The HOMO energy comes out at -8.16 eV. As for the SMILES: Cc1ccc([C@@H]2C[C@H]3CN(Cc4cccc(Cl)c4)C(=O)[C@]34CCCN24)o1. The LUMO energy is 0.726 eV. The net charge is 0.

CARTESIAN COORDINATES (ANGSTROEM)
C 7.436 0.150 -0.699
C 5.963 0.133 -0.897
C 5.179 0.589 -1.914
C 3.841 0.294 -1.551
C 3.897 -0.323 -0.335
C 2.861 -0.881 0.599
C 1.888 -1.831 -0.115
C 0.768 -0.914 -0.618
C -0.619 -1.558 -0.580
N -1.131 -1.197 0.719
C -2.387 -1.720 1.198
C -3.540 -1.228 0.361
C -4.381 -2.104 -0.310
C -5.415 -1.619 -1.093
C -5.614 -0.257 -1.228
C -4.768 0.615 -0.560
Cl -5.001 2.321 -0.721
C -3.739 0.142 0.234
C -0.472 -0.186 1.326
O -0.801 0.324 2.374
C 0.733 0.188 0.449
C 0.617 1.651 0.006
C 1.303 2.365 1.168
C 2.472 1.434 1.498
N 1.974 0.098 1.212
O 5.189 -0.419 0.062
H 7.691 0.692 0.211
H 7.817 -0.866 -0.601
H 7.914 0.630 -1.547
H 5.507 1.075 -2.811
H 2.969 0.518 -2.129
H 3.414 -1.399 1.394
H 1.482 -2.532 0.614
H 2.372 -2.387 -0.916
H 0.997 -0.527 -1.611
H -1.270 -1.163 -1.372
H -0.576 -2.647 -0.685
H -2.490 -1.362 2.228
H -2.352 -2.814 1.196
H -4.231 -3.169 -0.215
H -6.069 -2.306 -1.608
H -6.414 0.128 -1.841
H -3.093 0.829 0.759
H -0.415 1.967 -0.137
H 1.169 1.805 -0.923
H 1.633 3.371 0.917
H 0.619 2.407 2.014
H 2.766 1.500 2.549
H 3.344 1.679 0.876

Here are the Mulliken charges for atoms 1 to 2, given in e:
1 C -1.26
2 C 0.42

This record from OMol25 describes a molecular structure, C35H37F3N2O3PS3Yb at a distorted geometry. The level of theory is ωB97M-V/def2-TZVPD.

The calculation puts the HOMO-LUMO gap (spin up / spin down) at 6.78 / 6.18 eV. Its relative energy (zero: lowest compared OMol25 entry of this formula, charge and spin) is 123.6 kJ/mol. The HOMO energy (spin up / spin down) comes out at -6.93 / -6.93 eV. As for the spin multiplicity: 2. As for the expectation value of S²: 0.751. The LUMO energy (spin up / spin down) is -0.147 / -0.746 eV. The net charge is 0.

CARTESIAN COORDINATES (ANGSTROEM)
Yb -0.024 -0.490 1.767
C 4.011 -3.422 5.131
O 2.834 -2.838 4.508
C 1.893 -2.425 5.337
C 1.854 -2.587 6.773
C 0.691 -2.230 7.486
C -0.300 -1.495 6.902
C -0.187 -1.106 5.560
C -0.976 0.030 5.106
N -1.135 0.415 3.830
N -1.928 1.495 3.645
C -2.123 1.759 2.332
O -1.634 1.024 1.416
C -2.812 2.978 2.032
C -3.508 3.652 3.040
C -4.265 4.771 2.726
C -4.467 5.149 1.423
C -3.784 4.469 0.396
C -2.891 3.426 0.720
C 0.758 -1.737 4.665
O 0.682 -1.749 3.381
H 4.531 -2.732 5.825
H 4.687 -3.693 4.300
H 3.756 -4.387 5.661
H 2.736 -3.034 7.262
H 0.694 -2.471 8.547
H -1.181 -1.278 7.508
H -1.400 0.604 5.887
H -3.314 3.474 4.107
H -4.739 5.305 3.559
H -5.219 5.904 1.085
H -4.005 4.653 -0.654
H -2.201 3.027 -0.076
C 0.559 -4.731 0.313
C -0.895 -4.947 0.658
S -1.701 -3.568 1.537
C -3.339 -3.443 0.586
C -3.333 -2.112 -0.114
S -1.646 -1.554 -0.321
C -0.979 -2.260 -1.837
C 0.407 -2.747 -1.707
S 0.957 -2.990 0.019
H 0.811 -5.364 -0.537
H 1.193 -5.028 1.170
H -1.108 -5.830 1.304
H -1.419 -5.127 -0.271
H -4.081 -3.530 1.430
H -3.454 -4.336 -0.106
H -3.793 -1.343 0.517
H -3.888 -2.150 -1.056
H -0.978 -1.397 -2.558
H -1.620 -3.026 -2.269
H 1.045 -1.972 -2.047
H 0.472 -3.776 -2.130
F 3.263 0.405 0.294
C 2.334 1.223 0.861
F 2.167 0.594 2.140
F 1.138 0.860 0.208
C 2.432 2.333 -2.571
P 1.128 1.222 -3.258
C 2.140 0.512 -4.579
C 3.554 0.184 -4.335
C 4.385 -0.321 -5.328
C 3.897 -0.300 -6.658
C 2.540 -0.016 -6.889
C 1.626 0.223 -5.864
C 0.194 2.503 -4.170
C -1.139 2.691 -3.871
C -1.685 3.928 -4.142
C -1.001 4.895 -4.834
C 0.248 4.608 -5.312
C 0.905 3.432 -4.924
H 3.238 2.570 -3.284
H 2.916 1.722 -1.760
H 2.053 3.305 -2.167
H 3.912 0.342 -3.302
H 5.403 -0.613 -5.047
H 4.566 -0.574 -7.455
H 2.123 -0.005 -7.926
H 0.568 0.336 -6.123
H -1.706 1.971 -3.285
H -2.653 4.205 -3.772
H -1.433 5.890 -5.063
H 0.735 5.357 -6.029
H 1.902 3.288 -5.319

Here are the Mulliken charges for atoms 1 to 2, given in e:
1 Yb 0.93
2 C -0.96

This record from OMol25 describes C3H8N2O in the gas phase at a distorted geometry. The level of theory is ωB97M-V/def2-TZVPD.

The calculation puts the HOMO-LUMO gap at 7.49 eV. Its relative energy (zero: lowest compared OMol25 entry of this formula, charge and spin) is 581.4 kJ/mol. The HOMO energy comes out at -6.57 eV. The LUMO energy is 0.913 eV. The net charge is 0.

CARTESIAN COORDINATES (ANGSTROEM)
C 1.001 -0.366 -1.168
N -1.278 -0.046 -0.337
N 0.029 0.341 -0.203
C 0.544 0.153 1.139
C -0.210 -0.327 2.107
O -1.707 0.716 -1.527
H -2.612 0.417 -1.637
H 0.122 1.346 -0.455
H 1.596 0.395 1.244
H 1.095 -1.407 -0.846
H 0.528 -0.318 -2.150
H 1.970 0.126 -1.173
H 0.173 -0.483 3.100
H -1.251 -0.545 1.905

Here are the Mulliken charges for atoms 1 to 2, given in e:
1 C -0.84
2 N -0.81

This record from OMol25 describes a molecular structure, C25H24ClCoN5OS at a distorted geometry. The level of theory is ωB97M-V/def2-TZVPD.

The calculation puts the HOMO-LUMO gap (spin up / spin down) at 6.09 / 6.05 eV. The HOMO energy (spin up / spin down) comes out at -10.03 / -9.98 eV. The LUMO energy (spin up / spin down) is -3.934 / -3.930 eV. The net charge is +1.

CARTESIAN COORDINATES (ANGSTROEM)
Co -0.083 -0.235 0.370
O -0.213 -0.099 2.491
C 0.322 -0.967 3.516
C 1.721 -1.397 3.140
C 2.663 -0.209 2.853
C 3.205 -0.181 1.446
C 4.571 -0.326 1.228
C 5.082 -0.189 -0.051
C 4.206 0.126 -1.075
C 2.856 0.202 -0.783
N 2.346 0.024 0.439
H -1.133 0.107 2.698
H -0.325 -1.837 3.642
H 0.339 -0.409 4.455
H 1.674 -2.040 2.262
H 2.106 -1.997 3.965
H 3.508 -0.231 3.538
H 2.131 0.729 3.028
H 5.224 -0.536 2.064
H 6.139 -0.316 -0.240
H 4.550 0.301 -2.086
H 2.154 0.419 -1.580
C -0.159 -2.744 -4.810
C -0.054 -3.207 -3.511
C -0.096 -2.319 -2.447
C -0.261 -0.960 -2.663
C -0.352 -0.494 -3.980
C -0.301 -1.379 -5.038
N -0.296 -0.035 -1.545
N -0.387 1.154 -1.959
C -0.269 2.124 -0.970
C -0.309 3.466 -1.320
C -0.170 4.410 -0.321
C -0.003 3.982 0.990
C 0.025 2.625 1.250
N -0.102 1.711 0.285
H -0.118 -3.436 -5.641
H 0.067 -4.265 -3.317
H 0.018 -2.693 -1.447
H -0.459 0.563 -4.161
H -0.366 -1.000 -6.049
H -0.437 3.728 -2.360
H -0.189 5.466 -0.555
H 0.106 4.688 1.800
H 0.158 2.246 2.253
Cl -5.712 -2.227 2.029
C -4.862 -0.909 1.306
C -5.541 0.158 0.747
C -4.788 1.183 0.200
C -3.406 1.094 0.227
N -2.749 0.061 0.758
C -3.476 -0.919 1.290
H -6.622 0.184 0.746
H -5.268 2.047 -0.240
H -2.804 1.890 -0.195
H -2.945 -1.759 1.726
S -0.635 -3.392 1.048
C -0.283 -1.981 0.555

Here are the Mulliken charges for atoms 1 to 2, given in e:
1 Co 0.22
2 O -0.31

What is the net charge in the second record? 0